Version one
24
Properties=species:S:1:pos:R:3:lowdin_charge:R:1 method="wB97M-V/def2-TZVPD" homo_energy_ev=-10.71 mol_weight_da=144.120 spin_multiplicity=1 e_lumo_ev=-0.19 orbital_gap_ev=10.52 smiles=O.O.O.O.O.O.O.O
O 18.64 -5.02 -6.46 -0.0555
H 19.43 -4.71 -6.90 -0.0247
H 17.92 -4.62 -6.95 0.0335
O 18.92 -6.20 -9.35 -0.0417
H 18.50 -6.02 -8.50 0.0190
H 18.40 -5.71 -9.98 0.0424
O 24.77 -6.73 -10.95 -0.0619
H 25.68 -7.02 -10.86 0.0257
H 24.27 -7.32 -10.39 -0.0175
O 23.01 -2.87 -8.64 -0.0227
H 22.85 -2.35 -9.43 0.0658
H 23.69 -2.39 -8.17 0.0666
O 22.14 -5.82 -9.03 -0.0269
H 21.37 -5.82 -8.46 0.0413
H 22.39 -4.89 -9.09 0.0219
O 20.58 -3.29 -7.09 -0.0408
H 21.34 -2.98 -7.59 -0.0007
H 20.22 -2.50 -6.68 0.0591
O 22.85 -8.38 -9.32 -0.0554
H 22.06 -8.79 -9.67 0.0446
H 22.57 -7.51 -9.03 -0.0246
O 19.81 -5.40 -11.70 -0.0547
H 19.93 -5.64 -10.79 -0.0276
H 20.64 -4.98 -11.95 0.0348

Version two
24
Properties=species:S:1:pos:R:3:lowdin_charge:R:1 method="wB97M-V/def2-TZVPD" homo_energy_ev=-11.23 mol_weight_da=144.120 spin_multiplicity=1 e_lumo_ev=-0.32 orbital_gap_ev=10.91 smiles=O.O.O.O.O.O.O.O
O -0.31 -0.47 -0.21 -0.0224
H -0.72 0.12 -0.78 -0.0065
H 0.56 -0.16 0.08 0.0362
O -3.04 2.93 -0.56 -0.0332
H -3.35 2.15 -0.07 0.0371
H -2.14 2.71 -0.65 -0.0089
O -5.28 -0.25 1.17 -0.0416
H -5.72 0.00 0.43 -0.0234
H -4.41 -0.69 1.02 0.0197
O 1.76 -2.55 -1.61 -0.0795
H 2.58 -2.10 -1.59 -0.0101
H 1.17 -1.82 -2.02 0.0732
O -3.61 -2.05 0.00 -0.0741
H -3.17 -2.87 0.22 0.0485
H -4.59 -2.21 -0.03 0.0748
O 1.72 2.41 -1.64 -0.0776
H 2.02 1.90 -0.89 0.0036
H 2.36 2.22 -2.40 0.0789
O 3.26 0.61 2.96 -0.0526
H 3.84 0.17 3.65 0.0794
H 3.96 0.80 2.39 -0.0397
O 5.08 -0.58 0.02 -0.0908
H 6.07 -0.78 0.10 0.0836
H 4.87 0.21 -0.50 0.0257

Version three
24
Properties=species:S:1:pos:R:3:lowdin_charge:R:1 method="wB97M-V/def2-TZVPD" homo_energy_ev=-10.17 mol_weight_da=144.120 spin_multiplicity=1 e_lumo_ev=-0.33 orbital_gap_ev=9.84 smiles=O.O.O.O.O.O.O.O
O -0.28 0.41 -1.04 -0.0689
H -1.00 -0.18 -0.78 0.0380
H -0.38 1.18 -0.47 0.0444
O -1.47 0.86 4.48 -0.0470
H -1.47 1.48 3.74 0.0152
H -1.58 -0.01 4.06 0.0315
O 2.67 -2.06 -2.53 -0.0576
H 1.75 -1.79 -2.59 0.0332
H 2.64 -3.02 -2.55 0.0359
O 2.10 0.78 -1.81 -0.0828
H 2.83 0.16 -1.68 0.0148
H 1.66 0.80 -0.95 -0.0067
O -3.61 2.80 1.76 -0.0494
H -3.76 1.88 1.54 0.0348
H -2.79 2.79 2.26 0.0150
O -2.89 -0.88 -3.79 -0.0662
H -2.08 -1.14 -4.23 0.0328
H -2.98 0.06 -4.00 0.0350
O 3.05 0.07 1.42 -0.0514
H 2.97 0.93 1.85 0.0376
H 3.99 -0.11 1.43 0.0417
O 0.33 -1.49 0.96 -0.0517
H 0.03 -2.40 1.08 0.0427
H 0.27 -1.11 1.85 0.0290

Version four
24
Properties=species:S:1:pos:R:3:lowdin_charge:R:1 method="wB97M-V/def2-TZVPD" homo_energy_ev=-11.26 mol_weight_da=144.120 spin_multiplicity=1 e_lumo_ev=0.02 orbital_gap_ev=11.28 smiles=O.O.O.O.O.O.O.O
O 24.15 9.40 6.85 -0.0525
H 23.89 9.70 7.72 0.0273
H 23.71 8.56 6.74 0.0053
O 25.37 3.85 4.74 -0.0475
H 25.36 4.67 5.22 0.0285
H 25.99 4.00 4.02 0.0275
O 26.83 1.35 0.90 -0.0457
H 26.37 0.70 1.43 0.0348
H 27.48 0.86 0.41 0.0356
O 26.00 6.27 9.81 -0.0494
H 25.67 6.78 10.55 0.0287
H 25.26 6.21 9.21 0.0139
O 28.15 4.70 1.08 -0.0536
H 27.76 3.83 1.10 0.0012
H 27.88 5.07 0.24 0.0312
O 23.88 0.24 5.27 -0.0554
H 23.77 0.11 6.21 0.0281
H 24.52 0.95 5.21 0.0165
O 22.63 6.11 7.41 -0.0451
H 22.22 5.51 6.78 0.0376
H 22.12 6.01 8.21 0.0347
O 29.90 7.36 4.30 -0.0531
H 29.31 6.64 4.12 0.0233
H 29.57 7.75 5.11 0.0280

Order of stability, best first: version one, version four, version three, version two

Version one
24
Properties=species:S:1:pos:R:3:lowdin_charge:R:1 method="wB97M-V/def2-TZVPD" homo_energy_ev=-10.89 mol_weight_da=144.120 spin_multiplicity=1 e_lumo_ev=0.02 orbital_gap_ev=10.91 smiles=O.O.O.O.O.O.O.O
O -0.13 0.77 0.03 -0.0605
H -0.87 0.68 -0.58 0.0080
H 0.57 1.16 -0.51 0.0393
O -3.27 1.49 -0.89 -0.0506
H -3.87 2.00 -0.35 0.0445
H -3.82 0.82 -1.30 0.0406
O 2.59 -1.67 -3.11 -0.0645
H 2.76 -2.61 -2.98 0.0334
H 3.32 -1.24 -2.66 0.0315
O 3.41 1.86 2.35 -0.0661
H 3.63 1.32 1.58 0.0267
H 3.60 1.28 3.10 -0.0079
O -2.53 0.38 -4.85 -0.0621
H -1.97 -0.14 -5.44 0.0349
H -1.94 0.61 -4.12 0.0266
O 2.62 -0.08 4.19 -0.0507
H 3.38 -0.61 4.47 0.0495
H 2.39 -0.45 3.32 0.0480
O -1.13 0.83 2.57 -0.0681
H -1.35 0.34 3.37 0.0329
H -1.80 0.55 1.94 0.0168
O -1.71 -3.31 -0.18 -0.0617
H -1.00 -2.84 0.27 0.0306
H -1.83 -2.83 -1.01 0.0291

Version two
24
Properties=species:S:1:pos:R:3:lowdin_charge:R:1 method="wB97M-V/def2-TZVPD" homo_energy_ev=-10.73 mol_weight_da=144.120 spin_multiplicity=1 e_lumo_ev=-7.11 orbital_gap_ev=3.63
O -1.73 0.03 0.80 -0.0800
H -2.50 0.51 1.16 0.0741
H -2.70 -1.79 -1.26 0.0583
O 2.44 0.82 -0.71 -0.1224
H 3.25 1.36 -0.78 0.0642
H 1.20 1.38 0.01 0.0129
O -2.06 2.62 -0.70 -0.0332
H 0.17 0.91 -2.34 0.0515
H -1.32 2.10 -0.34 -0.0298
O -0.29 -0.05 3.14 -0.0168
H -0.76 0.02 2.30 -0.0372
H 0.18 -0.89 3.11 0.0477
O 0.32 1.70 0.39 0.0278
H -1.79 3.51 -0.42 0.0536
H -0.02 0.88 0.75 0.0046
O -1.80 -1.44 -1.18 -0.0182
H -1.80 -0.86 -0.36 -0.0541
H 0.45 0.24 -2.40 0.0497
O 0.45 -2.57 0.79 -0.0216
H -0.41 -2.19 0.55 0.0052
H 0.97 -2.31 0.00 0.0019
O 2.26 -1.54 -0.95 -0.0765
H 3.05 -1.98 -0.61 0.0605
H 2.45 -0.48 -0.95 -0.0223

Order of stability, best first: version one, version two

Version one
24
Properties=species:S:1:pos:R:3:lowdin_charge:R:1 method="wB97M-V/def2-TZVPD" homo_energy_ev=-10.79 mol_weight_da=144.120 spin_multiplicity=1 e_lumo_ev=-0.22 orbital_gap_ev=10.57 smiles=O.O.O.O.O.O.O.O
O -0.67 1.07 -2.19 0.0021
H -0.67 1.15 -1.24 0.0055
H -1.46 1.37 -2.50 0.0010
O -0.44 0.46 0.76 -0.0627
H -1.02 -0.34 0.78 0.0107
H 0.42 0.03 0.98 0.0575
O 2.31 -0.81 0.07 -0.0700
H 2.91 -1.52 0.41 0.0864
H 1.66 -1.29 -0.45 -0.0128
O -0.49 3.41 1.58 -0.0728
H -0.39 2.46 1.33 0.0025
H 0.45 3.54 1.67 0.0239
O -1.84 -2.02 0.62 -0.0507
H -0.88 -2.16 0.51 0.0579
H -2.23 -2.88 0.57 0.0560
O 3.83 1.29 1.49 -0.0851
H 4.62 1.38 0.91 0.0453
H 3.38 0.50 1.12 -0.0080
O -3.57 0.02 -0.27 -0.0540
H -3.22 -0.68 -0.79 -0.0030
H -2.95 0.13 0.48 0.0300
O 0.34 -1.76 -1.69 -0.0344
H -0.09 -2.47 -2.17 0.0680
H 0.02 -0.90 -1.96 0.0069

Version two
24
Properties=species:S:1:pos:R:3:lowdin_charge:R:1 method="wB97M-V/def2-TZVPD" homo_energy_ev=-10.26 mol_weight_da=144.120 spin_multiplicity=1 e_lumo_ev=-0.86 orbital_gap_ev=9.40 smiles=O.O.O.O.O.O.O.O
O 20.74 8.67 -7.54 -0.0488
H 20.74 9.31 -6.85 -0.0249
H 20.26 9.10 -8.25 -0.0175
O 18.80 11.98 -6.82 -0.0308
H 18.87 12.60 -7.54 0.0502
H 18.48 11.16 -7.23 0.0569
O 19.22 8.08 -11.75 -0.0455
H 19.18 8.51 -10.89 -0.0320
H 18.64 8.57 -12.30 0.0039
O 19.27 9.54 -9.49 -0.0159
H 18.44 9.28 -9.08 0.0976
H 19.04 10.44 -9.74 0.0921
O 22.51 7.75 -4.27 -0.0611
H 22.69 8.18 -5.10 0.0142
H 21.74 8.25 -3.90 0.0494
O 19.73 6.31 -6.66 -0.0783
H 20.17 7.12 -6.94 -0.0443
H 20.12 6.15 -5.78 0.0392
O 21.05 6.41 -9.61 -0.0213
H 21.61 6.98 -10.10 0.0136
H 20.63 7.00 -9.00 -0.0202
O 20.62 10.34 -5.44 -0.0514
H 20.09 11.05 -5.83 0.0168
H 20.99 10.62 -4.60 0.0581

Version three
24
Properties=species:S:1:pos:R:3:lowdin_charge:R:1 method="wB97M-V/def2-TZVPD" homo_energy_ev=-11.08 mol_weight_da=144.120 spin_multiplicity=1 e_lumo_ev=0.47 orbital_gap_ev=11.55 smiles=O.O.O.O.O.O.O.O
O -1.26 0.10 -0.16 -0.0899
H -1.41 -0.51 -0.90 -0.0066
H -1.00 0.93 -0.62 -0.0016
O -1.14 -1.48 -2.30 -0.0322
H -1.90 -1.82 -2.77 0.0642
H -0.59 -2.24 -2.14 0.0282
O 1.36 -1.37 0.67 -0.0779
H 1.52 -1.43 1.63 0.0601
H 0.69 -0.64 0.58 0.0304
O 1.48 1.34 2.33 -0.0759
H 0.54 1.32 2.56 0.0144
H 1.73 2.29 2.25 0.0632
O 1.74 2.28 -0.63 -0.0640
H 2.69 2.40 -0.84 0.0748
H 1.73 1.59 0.08 0.0433
O 0.25 -3.68 -0.69 -0.0707
H -0.51 -3.83 -0.11 0.0483
H 0.66 -2.85 -0.40 -0.0041
O -0.68 2.18 -1.68 -0.0714
H -0.88 1.66 -2.49 0.0816
H 0.29 2.31 -1.66 0.0170
O -1.48 0.66 2.59 -0.0723
H -1.54 0.32 1.66 0.0178
H -2.29 0.50 3.06 0.0234

Version four
24
Properties=species:S:1:pos:R:3:lowdin_charge:R:1 method="wB97M-V/def2-TZVPD" homo_energy_ev=-11.42 mol_weight_da=144.120 spin_multiplicity=1 e_lumo_ev=0.13 orbital_gap_ev=11.55 smiles=O.O.O.O.O.O.O.O
O -2.30 0.60 3.77 -0.0512
H -2.98 1.27 3.77 0.0273
H -2.26 0.30 2.86 0.0240
O -3.80 -1.52 -3.03 -0.0523
H -3.06 -1.33 -2.45 0.0242
H -4.26 -2.24 -2.59 0.0275
O 2.81 2.69 2.14 -0.0532
H 2.54 3.59 2.29 0.0312
H 3.73 2.76 1.87 0.0280
O -4.18 3.86 -1.79 -0.0534
H -4.92 4.00 -1.21 0.0269
H -3.87 2.98 -1.58 0.0264
O 4.43 0.26 -4.70 -0.0546
H 5.18 -0.11 -4.24 0.0267
H 3.94 -0.50 -5.00 0.0279
O -0.05 -6.09 -2.14 -0.0541
H -0.96 -6.01 -1.87 0.0272
H 0.44 -5.60 -1.47 0.0269
O 2.45 0.25 5.81 -0.0522
H 3.29 -0.10 6.12 0.0264
H 2.61 0.48 4.89 0.0221
O 0.02 0.10 -0.50 -0.0563
H 0.68 -0.18 -1.14 0.0287
H 0.52 0.54 0.19 0.0259

Order of stability, best first: version three, version one, version two, version four